15
Properties=species:S:1:pos:R:3:forces:R:3:mulliken_charge:R:1 method="wB97M-V/def2-TZVPD" orbital_gap_ev=9.79 total_energy_ev=-10313.8817 lumo_energy_ev=0.500 relative_energy_kcal_mol=70.81 homo_ev=-9.29
N 2.316308 1.062247 -0.461220 0.034 0.637 -0.109 -0.432
C 0.926684 0.955239 -0.341768 0.560 -0.182 0.581 0.538
O 0.284334 1.934905 0.014621 0.503 -0.518 -0.199 -0.619
N 0.488611 -0.331153 -0.514655 0.414 -0.037 0.064 -0.213
C -0.838688 -0.939922 -0.487863 -0.060 0.113 -0.235 -0.373
C -1.712771 -0.700365 0.739436 0.706 -0.042 0.278 -0.496
O -1.726668 0.658996 1.146647 3.932 0.431 1.832 -0.573
H 2.612825 1.929887 -0.064434 0.270 0.345 -0.136 0.222
H 3.072967 0.427864 -0.707882 -1.029 -0.142 0.148 0.167
H 1.175414 -0.833728 -1.045329 -0.049 -0.531 0.095 0.208
H -0.672674 -2.025054 -0.525086 -0.019 0.226 -0.282 0.342
H -1.383876 -0.625421 -1.374705 -0.208 -0.029 -0.143 0.262
H -1.381988 -1.298490 1.588924 0.238 -0.331 -0.026 0.279
H -2.691725 -1.166358 0.440060 0.304 1.200 0.461 0.300
H -0.468747 0.951359 1.593254 -5.595 -1.139 -2.328 0.388

141
Properties=species:S:1:pos:R:3:forces:R:3:mulliken_charge:R:1 method="wB97M-V/def2-TZVPD" orbital_gap_ev=10.00 total_energy_ev=-112640.4427 charge=+3 lumo_energy_ev=-5.405 relative_energy_kcal_mol=0.00 homo_ev=-15.41
C -5.469671 -10.252326 19.314189 1.501 0.477 0.620 -0.403
O -4.723173 -10.572872 18.148999 0.301 0.361 -0.133 -0.513
C -4.008824 -11.752078 18.323919 1.668 0.076 0.542 0.457
C -2.996355 -11.785598 17.179832 -1.470 -0.257 0.140 -1.149
N -2.223692 -10.508389 17.144888 -0.314 -0.950 0.080 0.050
H -2.837003 -9.724020 16.899978 0.153 0.040 -0.280 0.509
H -1.910553 -10.312903 18.088597 0.178 0.164 0.365 0.355
C -1.055821 -10.627689 16.247162 0.744 -0.568 -1.267 -0.345
C -0.376197 -9.306853 16.194419 -0.389 1.053 0.054 -0.764
O -1.404366 -8.375845 15.846743 -0.105 -1.958 1.056 -0.318
C -1.048805 -7.192574 15.241190 0.768 1.522 -1.128 -0.781
H -4.759346 -9.858663 20.153137 -1.325 -0.428 -1.388 0.238
H -5.875689 -11.198229 19.631217 -0.868 -0.027 0.549 -0.005
H -6.190731 -9.519824 18.962985 -0.166 0.002 0.620 0.336
H -4.621565 -12.635325 18.302072 -0.509 -0.529 -0.214 -0.111
H -3.485546 -11.803841 19.325642 -0.441 0.352 -0.846 0.103
H -3.598317 -11.888218 16.258050 0.697 0.237 0.165 0.472
H -2.308401 -12.611384 17.283385 0.168 -0.150 0.005 0.408
H -1.430406 -10.843483 15.239156 -0.050 -0.369 0.345 0.305
H -0.356181 -11.426406 16.605135 -0.850 0.591 -0.237 0.352
H 0.517687 -9.246319 15.577847 -0.188 -0.239 -0.487 0.461
H -0.029236 -9.159629 17.197022 0.402 0.838 0.918 0.343
H -1.932802 -6.562351 15.201995 -0.102 -0.069 -0.073 0.261
H -0.688902 -7.360291 14.209921 -0.082 0.075 0.328 0.309
H -0.289991 -6.623793 15.786697 0.073 -0.188 0.108 0.334
C -9.697829 -18.058897 15.135346 -1.030 -0.381 -0.477 -1.001
O -8.588874 -18.247007 15.990392 -0.029 0.383 0.224 0.507
C -7.628137 -17.164816 15.984187 -0.768 -0.582 -0.718 0.661
C -6.790734 -17.413318 14.739248 1.056 1.380 1.483 -1.325
N -6.201556 -18.751419 14.768429 0.155 -0.144 -0.537 0.873
H -5.213699 -18.686864 15.049088 -0.076 -0.253 -0.256 0.486
H -6.649468 -19.250741 15.521928 -0.235 -0.600 0.480 -0.256
C -6.354277 -19.575540 13.523013 0.760 -0.449 0.366 -0.669
C -5.389314 -20.738345 13.629211 -0.344 0.390 0.662 -0.400
O -4.077283 -20.143017 13.583076 -1.598 -0.590 -0.058 -0.412
C -3.112343 -20.956596 14.209843 1.125 -1.163 -0.528 -0.548
H -9.478304 -17.830586 14.059400 0.177 0.084 0.914 0.318
H -10.411297 -17.316539 15.542582 0.475 0.033 -0.228 0.224
H -10.275777 -19.001733 15.101768 0.455 0.270 0.142 0.220
H -7.079065 -17.214635 16.937163 -0.182 0.123 -0.543 -0.772
H -8.112673 -16.187414 15.823981 0.031 -0.189 0.433 -0.017
H -5.992107 -16.677867 14.727813 0.250 0.045 -0.157 0.508
H -7.358126 -17.258897 13.867732 -0.788 -0.106 -1.131 0.322
H -6.056974 -18.978690 12.672871 -0.240 0.323 -0.207 0.467
H -7.370713 -19.956406 13.455081 -0.146 0.371 -0.017 0.341
H -5.652214 -21.451843 12.844399 0.701 0.076 -0.411 0.510
H -5.637730 -21.280298 14.571825 0.759 0.383 -0.251 0.204
H -3.175436 -20.863862 15.288436 -0.086 -0.044 0.296 0.174
H -2.094425 -20.602854 13.881715 -1.102 -0.535 0.188 0.256
H -3.292484 -22.045383 13.931099 0.564 1.253 0.255 0.307
C -8.971544 -22.833766 15.652416 1.458 -0.320 -0.897 -0.819
O -8.568844 -22.285169 16.887541 0.219 -0.253 0.066 -0.230
C -9.664388 -22.319482 17.745224 -0.396 0.793 0.031 -0.537
C -9.229916 -22.087060 19.158560 1.485 -0.006 0.386 -0.670
N -8.638520 -20.720377 19.270982 -0.569 0.800 -0.288 0.592
H -8.169110 -20.474584 20.161675 0.242 -0.860 -0.393 0.577
H -8.011999 -20.575124 18.475821 0.666 0.016 0.215 -0.071
C -9.610363 -19.572558 19.210394 0.552 -0.219 1.402 -0.302
C -10.311889 -19.573033 20.564530 -1.803 -0.035 0.290 -0.786
O -9.384541 -19.510044 21.615803 0.558 -0.752 -0.398 -0.391
C -9.204480 -18.209811 22.134084 0.376 -0.130 0.528 -0.505
H -9.849827 -22.376917 15.233327 -0.629 0.525 0.007 0.400
H -9.176214 -23.904773 15.752026 0.191 0.041 -0.083 0.359
H -8.138609 -22.646313 14.944655 -0.459 -0.398 0.382 0.122
H -10.185991 -23.256132 17.736994 -0.290 -0.790 -0.194 0.595
H -10.347055 -21.555794 17.344423 -0.424 -0.077 0.577 0.308
H -8.410914 -22.789822 19.432068 -0.612 0.339 -0.276 0.370
H -10.017516 -22.196795 19.876974 -0.476 -0.033 0.242 0.379
H -10.236002 -19.645261 18.349995 -0.498 -0.065 -0.455 0.450
H -8.958230 -18.705043 19.151160 -0.125 0.254 -0.254 -0.079
H -11.009392 -20.442780 20.736920 1.005 0.473 -0.310 0.399
H -11.002043 -18.729104 20.664831 0.085 0.170 -0.404 0.408
H -8.797439 -17.513088 21.422547 0.241 0.291 -0.646 0.041
H -8.505455 -18.273064 22.972317 -0.252 -0.104 -0.071 0.270
H -10.161927 -17.853591 22.462815 -0.475 0.397 0.447 0.437
C -7.234755 -12.819210 14.986807 -0.390 -0.682 1.677 -0.753
O -8.436832 -13.538808 15.356640 0.271 -0.515 -0.055 -0.068
C -9.659011 -12.863685 15.294737 0.138 1.434 0.275 -0.673
C -10.654890 -13.423149 16.294492 2.389 -0.513 -0.005 -0.300
N -10.168747 -13.213681 17.694274 -0.233 -1.215 0.655 0.390
H -9.165824 -13.407799 17.791189 0.682 0.456 -0.273 0.027
H -10.402539 -12.292730 18.092173 0.150 -0.255 -0.043 0.439
C -10.817754 -14.242971 18.602960 -1.759 -0.117 -0.611 -0.721
C -10.756565 -13.827805 20.041897 0.249 -0.330 0.701 -0.138
O -11.082120 -12.478429 20.008517 -0.033 0.895 -1.598 -0.397
C -10.837355 -11.725932 21.145645 0.266 -2.120 2.718 -0.653
H -6.472647 -13.591164 15.158287 0.013 0.287 -0.793 0.097
H -6.988646 -12.073805 15.762561 -0.405 0.159 -0.336 0.305
H -7.280573 -12.368479 13.999671 0.072 -0.225 -0.140 0.413
H -10.086818 -12.852715 14.293860 -0.112 -0.140 -0.153 0.452
H -9.480266 -11.827035 15.585693 -0.083 0.433 -0.185 0.418
H -10.606680 -14.491449 16.183988 -0.599 -0.563 -0.225 0.078
H -11.622958 -13.013542 16.189486 -1.035 0.290 -0.130 0.486
H -10.470640 -15.284637 18.415403 0.057 1.022 -0.054 0.120
H -11.882605 -14.130372 18.330456 0.318 -0.548 -0.019 0.689
H -9.746653 -13.999978 20.434979 -0.119 0.080 0.237 -0.052
H -11.515778 -14.383162 20.650184 0.678 0.089 -0.447 0.468
H -9.818115 -11.949417 21.559323 -0.657 0.201 -0.310 0.203
H -11.587913 -12.076195 21.905593 0.679 0.740 -0.227 0.289
H -10.911448 -10.687033 20.986449 -0.332 1.069 -0.551 0.294
C -4.384224 -14.199743 24.040812 -0.009 -0.570 0.122 -0.858
O -3.740432 -14.863930 22.963205 0.306 -0.963 0.029 -0.250
C -3.664021 -16.282650 23.133831 -1.588 0.197 -0.951 -0.577
C -2.907307 -16.776264 21.916526 -0.729 0.940 -0.707 -0.625
N -3.537509 -16.138003 20.651699 0.302 -1.659 0.483 1.078
H -4.431403 -16.594633 20.414918 0.408 0.275 -0.054 -0.055
H -3.734910 -15.205297 20.924226 -0.436 1.470 0.264 0.022
C -2.628445 -16.164895 19.457553 -0.302 0.130 0.140 -0.439
C -1.488536 -15.175779 19.538910 0.800 0.556 0.591 -0.888
O -2.044052 -13.864028 19.487513 0.558 0.484 0.681 0.013
C -1.245433 -12.944322 20.283419 -0.287 -0.351 -0.543 -0.894
H -3.864805 -14.486006 24.967962 -0.217 0.473 -0.063 0.347
H -5.427825 -14.550243 24.102695 0.178 0.374 0.050 0.311
H -4.309343 -13.132757 23.819890 -0.145 -0.196 0.309 0.240
H -4.682544 -16.777413 23.139392 0.612 0.754 -0.104 0.182
H -3.245086 -16.593042 24.078257 0.725 0.089 0.267 0.670
H -2.972812 -17.860160 21.827452 0.565 0.220 -0.117 0.249
H -1.942778 -16.289160 21.857805 0.568 -0.754 0.532 0.366
H -3.272463 -15.936963 18.595710 0.300 -0.270 0.162 -0.060
H -2.279288 -17.178466 19.452186 0.349 -0.424 -0.595 0.506
H -0.763843 -15.317895 18.717468 -0.511 -0.163 -0.017 0.438
H -0.826667 -15.225642 20.447078 -0.852 -0.431 -0.472 0.475
H -1.288221 -13.214236 21.350187 -0.256 0.263 -0.254 0.286
H -1.646380 -11.934193 20.083485 0.312 -0.514 0.391 0.245
H -0.191274 -13.004875 19.987815 -0.125 0.168 -0.119 0.369
C -4.392199 -19.830639 19.260599 1.374 1.695 -0.394 0.309
F -3.964217 -18.666136 19.915686 -0.559 -1.122 -0.038 -0.146
F -3.305398 -20.445123 18.860896 0.403 -0.448 0.211 -0.210
F -5.080167 -20.548054 20.084338 -0.467 -0.635 0.815 -0.217
S -5.326993 -19.293879 17.824182 -1.550 -0.972 -3.297 0.938
O -4.659721 -18.130544 17.270337 0.117 -0.192 0.701 -0.568
O -5.377321 -20.418064 16.874496 0.937 0.420 1.009 -0.652
O -6.674767 -19.096859 18.313469 -0.267 0.868 1.149 -0.888
C -6.453705 -14.337664 20.756294 1.010 -0.485 1.694 0.029
F -5.309419 -13.662005 20.686558 0.448 0.455 -0.136 -0.133
F -6.131765 -15.509465 21.448251 -0.923 1.230 -0.261 -0.232
F -7.289984 -13.575058 21.490404 0.256 -1.202 -0.853 -0.215
S -6.947827 -14.864234 19.104128 0.558 0.692 -3.251 0.901
O -7.994531 -15.786798 19.352949 -1.454 -1.153 0.666 -0.451
O -7.385187 -13.626724 18.449585 -0.016 0.060 0.628 -0.979
O -5.778272 -15.434191 18.429648 -0.342 0.567 1.556 -0.247

13
Properties=species:S:1:pos:R:3:forces:R:3:mulliken_charge:R:1 method="wB97M-V/def2-TZVPD" orbital_gap_ev=7.91 total_energy_ev=-13430.4582 charge=-1 lumo_energy_ev=3.925 relative_energy_kcal_mol=0.00 smiles="O=C([O-])[C@H](O)C(O)O" homo_ev=-3.98
C -1.737075 -0.170168 0.096031 3.347 0.021 2.811 0.578
C -0.027219 0.376326 0.652923 -3.711 -0.042 -1.856 -0.313
C 0.898837 -0.707562 0.168676 0.546 2.526 -2.830 0.047
O -2.210577 -1.075098 0.759510 -0.442 -0.164 -0.128 -0.669
O -2.010866 0.512364 -0.858774 -1.261 0.882 -1.973 -0.667
O 0.145233 1.675146 -0.026296 2.716 -1.586 2.257 -0.601
O 0.594122 -1.255778 -1.132026 -2.156 1.685 0.115 -0.538
O 2.186728 -0.161034 0.029815 1.452 -3.337 1.934 -0.536
H -0.051669 0.407130 1.741783 0.233 0.555 -0.094 0.281
H 0.888836 -1.509255 0.812216 0.357 -1.703 1.746 0.381
H -0.621856 1.885791 -0.518873 -1.738 -0.475 -0.803 0.338
H -0.170787 -0.660111 -1.416471 1.296 -1.297 -0.022 0.394
H 2.116288 0.682247 -0.308516 -0.638 2.937 -1.157 0.305

8
Properties=species:S:1:pos:R:3:forces:R:3:mulliken_charge:R:1 method="wB97M-V/def2-TZVPD" orbital_gap_ev=8.21 total_energy_ev=-34508.0322 lumo_energy_ev=-0.595 relative_energy_kcal_mol=0.00 homo_ev=-8.80
C -0.703190 0.036244 -0.177933 -2.206 -0.124 0.988 -0.938
C 0.747465 -0.104436 0.105742 1.355 0.588 0.184 -0.776
I -1.753906 0.896553 1.611631 0.336 -0.358 -0.481 0.133
I -1.613801 -1.974252 -0.421530 0.267 0.898 -0.129 0.166
I 1.524800 1.868885 0.366955 0.407 0.654 -0.095 0.156
I 1.744939 -0.966153 -1.615364 -0.048 -0.031 0.359 0.192
H -1.102515 0.783235 -0.937582 1.192 -1.429 0.593 0.556
H 1.156209 -0.540074 1.068080 -1.303 -0.197 -1.419 0.512